No. 1
# C39H33AsBrF6N5O5SSeW

A structure of composition C39H33AsBrF6N5O5SSeW at a distorted geometry (the ωB97M-V functional and the def2-TZVPD basis, the Open Molecules 2025 dataset).

As for the energy relative to the best compared isomer or geometry (same formula, charge and spin): 1.602 eV. The net charge is +1. As for the spin multiplicity: 4.

XYZ file:
```
93
Properties=species:S:1:pos:R:3:mulliken_charge:R:1
W 0.3952 -0.8034 0.2545 -0.233
C 4.0015 0.9227 2.2748 -1.292
C 2.9094 0.1051 1.9488 -0.546
N 2.3303 0.1443 0.7707 0.947
C 2.7953 0.9975 -0.1839 -0.185
C 3.9083 1.8192 0.0490 1.279
C 4.4947 1.7737 1.3292 -0.761
C 4.4098 2.6071 -1.0128 -0.900
C 3.8352 2.5132 -2.2457 -1.146
C 2.7232 1.6791 -2.4783 -0.591
C 2.1576 0.9647 -1.4461 -0.075
N 1.0653 0.0895 -1.5109 1.771
C 0.3174 -0.1955 -2.6025 0.901
C 0.1229 0.6401 -3.7528 -0.753
C -0.6972 0.2148 -4.7557 -1.556
C -1.3686 -1.0160 -4.6659 -0.939
C -1.2746 -1.8304 -3.5226 1.715
C -2.0092 -3.0167 -3.3311 -1.575
C -1.8972 -3.6820 -2.0937 -1.128
C -1.0903 -3.2025 -1.1099 -0.459
N -0.3211 -2.0602 -1.2883 1.364
C -0.4171 -1.4046 -2.4815 0.123
H 4.4318 0.8500 3.2626 0.525
H 2.5266 -0.5981 2.6697 0.762
H 5.3493 2.4047 1.5414 0.501
H 5.2644 3.2478 -0.8395 0.459
H 4.2334 3.0787 -3.0770 0.431
H 2.3544 1.5976 -3.4862 0.883
H 0.5220 1.6380 -3.7633 0.359
H -0.8863 0.8572 -5.6046 0.418
H -2.0296 -1.3231 -5.4666 0.487
H -2.6612 -3.3892 -4.1083 0.526
H -2.4473 -4.5951 -1.9113 0.555
H -0.9965 -3.6971 -0.1556 0.389
O 0.5686 -4.7973 5.3354 -0.532
C 0.5805 -3.9633 4.2915 0.805
C 0.7778 -4.3631 2.9751 -0.990
C 0.7912 -3.3957 2.0020 -0.394
N 0.6198 -2.0785 2.2255 0.165
C 0.3772 -1.7236 3.4969 0.049
Br 0.0662 0.0663 3.9748 -0.009
C 0.3702 -2.6169 4.5495 -0.745
H 0.7157 -5.7083 5.0540 0.317
H 0.9117 -5.3984 2.6903 0.450
H 0.9238 -3.6908 0.9772 0.074
H 0.1937 -2.2774 5.5585 0.535
C 0.8323 5.6151 3.7698 -1.617
C -0.3213 5.0466 2.9952 0.720
C -1.2958 5.8986 2.4703 -0.768
C -2.3712 5.3985 1.7668 -1.032
C -2.4682 4.0212 1.5772 0.352
C -1.5098 3.1544 2.0727 0.249
C -0.4435 3.6788 2.7860 -0.658
S -3.8571 3.4741 0.6660 1.226
O -5.0273 4.1422 1.1350 -0.710
O -3.6227 3.6416 -0.7816 -0.578
N -3.9575 1.8764 0.9607 -0.140
C -4.1780 0.8747 -0.0929 -0.653
C -3.6770 -0.4656 0.4303 -0.997
C -2.1941 -0.5977 0.3130 0.699
O -1.5074 -1.3693 1.0768 -0.779
O -1.5446 0.0516 -0.5271 0.064
H 0.4829 6.1083 4.6783 0.372
H 1.3638 6.3621 3.1787 0.372
H 1.5423 4.8420 4.0596 0.329
H -1.2079 6.9675 2.6193 0.439
H -3.1272 6.0613 1.3672 0.465
H -1.5810 2.0942 1.8746 0.434
H 0.3149 3.0158 3.1848 0.119
H -4.5603 1.7663 1.7705 0.351
H -3.6283 1.1948 -0.9758 0.241
H -5.2335 0.7986 -0.3552 0.429
H -4.1255 -1.2880 -0.1363 0.326
H -3.9564 -0.6345 1.4706 0.390
F 0.0086 0.8197 1.2497 -0.650
As -2.0211 3.6960 -2.0613 1.997
F -1.1432 2.9409 -0.7999 -0.346
F -2.5305 2.1297 -2.5699 -0.477
F -3.1406 4.3810 -3.1421 -0.462
F -0.6795 3.7269 -3.1212 -0.417
F -1.7006 5.2343 -1.3911 -0.457
Se 2.5852 -2.2881 -0.4897 0.361
C 2.1055 -3.9738 -1.2581 0.066
C 1.6488 -4.0766 -2.5705 -0.337
C 1.4184 -5.3170 -3.1430 -0.556
C 1.6612 -6.4770 -2.4207 -0.569
C 2.1485 -6.3893 -1.1248 -0.707
C 2.3693 -5.1464 -0.5484 -0.325
H 1.4821 -3.1781 -3.1525 0.435
H 1.0577 -5.3760 -4.1620 0.445
H 1.4893 -7.4452 -2.8725 0.415
H 2.3731 -7.2899 -0.5676 0.410
H 2.7791 -5.0847 0.4537 0.550
```

***

No. 2
# C37H35AsN2O4SW

A structure of composition C37H35AsN2O4SW at a distorted geometry (the ωB97M-V functional and the def2-TZVPD basis, the Open Molecules 2025 dataset).

As for the energy relative to the best compared isomer or geometry (same formula, charge and spin): 0.418 eV. The net charge is +4.

XYZ file:
```
81
Properties=species:S:1:pos:R:3:mulliken_charge:R:1
W 0.3182 -0.4347 0.9008 1.789
C 1.1972 -4.6009 1.5948 -1.593
C 0.7348 -3.2486 1.9904 0.902
O 0.7085 -2.3491 1.0336 -0.696
C 0.3856 -2.9391 3.2995 -1.292
C 0.0674 -1.6543 3.7107 0.993
C 0.1103 -1.2298 5.1288 -1.326
N -0.2388 -0.7407 2.7480 0.633
N 0.1129 0.5792 3.0109 -0.562
C -0.4673 1.5204 2.2343 0.865
O -0.8663 1.0699 1.0239 -0.391
C -0.4979 2.8867 2.5797 0.233
C -0.0546 3.2997 3.8572 -0.475
C -0.1872 4.6191 4.2207 -0.810
C -0.7587 5.5295 3.3293 -0.370
C -1.1960 5.1322 2.0636 -0.853
C -1.0659 3.8181 1.6811 -0.380
H 1.4353 -4.6475 0.5359 0.312
H 0.4255 -5.3359 1.8405 0.418
H 2.0761 -4.8817 2.1812 0.521
H 0.5220 -3.7049 4.0507 0.566
H 0.2130 -2.0902 5.7840 0.491
H -0.7821 -0.6601 5.3936 0.359
H 0.9679 -0.5666 5.2742 0.291
H 0.3736 2.5818 4.5430 0.497
H 0.1386 4.9512 5.1966 0.471
H -0.8700 6.5642 3.6287 0.461
H -1.6440 5.8555 1.3966 0.481
H -1.4152 3.4913 0.7102 0.541
C 4.6093 0.2536 1.6490 -1.170
S 3.5530 0.0060 0.2398 0.140
O 2.0906 0.0286 1.0579 0.010
C 3.6236 1.4610 -0.6623 0.857
C 3.7905 1.2555 -2.0409 -0.201
C 4.0244 2.3560 -2.8481 -0.805
C 4.0660 3.6244 -2.2847 -0.470
C 3.8716 3.8197 -0.9120 -0.865
C 3.6585 2.7407 -0.0843 -0.273
H 4.3495 1.1696 2.1738 0.372
H 5.6167 0.3179 1.2289 0.490
H 4.5309 -0.6229 2.2891 0.479
H 3.7766 0.2556 -2.4573 0.507
H 4.1913 2.2239 -3.9082 0.471
H 4.2634 4.4808 -2.9170 0.485
H 3.9159 4.8181 -0.4985 0.475
H 3.5343 2.8880 0.9808 0.295
O 0.4077 -0.5570 -0.9667 -0.544
As -1.0996 -1.1173 -1.8194 2.085
C -1.7353 0.4534 -2.6466 0.303
C -1.0899 1.6793 -2.4984 -0.186
C -1.6089 2.7831 -3.1569 -0.891
C -2.7535 2.6579 -3.9370 -0.520
C -3.3876 1.4287 -4.0770 -0.848
C -2.8761 0.3108 -3.4379 -0.477
C -2.0181 -1.5146 -0.1818 0.362
C -2.0339 -2.8236 0.3634 -0.120
C -2.9554 -3.1618 1.3311 -1.289
C -3.9101 -2.2296 1.7399 -0.629
C -3.9460 -0.9552 1.1830 -0.912
C -3.0342 -0.6089 0.2052 -0.216
C -0.7799 -2.5209 -3.0212 0.771
C -1.3217 -3.7965 -2.8418 -0.315
C -1.1271 -4.7455 -3.8309 -0.923
C -0.3991 -4.4236 -4.9713 -0.516
C 0.1250 -3.1462 -5.1478 -0.807
C -0.0727 -2.1791 -4.1798 -0.711
H -0.1904 1.7720 -1.9026 0.532
H -1.1168 3.7429 -3.0742 0.500
H -3.1498 3.5241 -4.4504 0.455
H -4.2709 1.3382 -4.6944 0.471
H -3.3584 -0.6517 -3.5714 0.486
H -1.3161 -3.5607 0.0285 0.628
H -2.9660 -4.1621 1.7442 0.555
H -4.6509 -2.5127 2.4776 0.511
H -4.7132 -0.2528 1.4803 0.536
H -3.0995 0.3637 -0.2679 0.460
H -1.9232 -4.0451 -1.9789 0.585
H -1.5544 -5.7328 -3.7212 0.467
H -0.2542 -5.1705 -5.7409 0.451
H 0.6691 -2.9034 -6.0503 0.454
H 0.3023 -1.1738 -4.3350 0.414
```

***

No. 3
# C6H13NO

A structure of composition C6H13NO at a distorted geometry (the ωB97M-V functional and the def2-TZVPD basis, the Open Molecules 2025 dataset).

As for the energy relative to the best compared isomer or geometry (same formula, charge and spin): 4.904 eV. The net charge is -1. As for the spin multiplicity: 2.

XYZ file:
```
21
Properties=species:S:1:pos:R:3:mulliken_charge:R:1
C 3.1071 -0.0897 1.2813 -0.643
O 1.8204 -0.5110 1.4711 -0.829
C 1.0964 1.3690 -1.3844 -0.947
C 0.8645 -0.0850 -1.5076 -0.194
C -0.0895 -0.7832 -0.5701 -0.386
N -3.6145 0.2110 0.5770 -0.450
C -2.4846 -0.3411 -0.0591 -0.154
C -1.2396 0.1158 -0.1205 -0.372
H 3.2419 1.0112 1.5593 0.149
H 3.8205 -0.6996 1.9441 0.216
H 3.5203 -0.1578 0.2338 0.168
H 1.5019 1.8252 -2.3134 0.237
H 0.2226 1.9946 -1.1774 0.260
H 1.2159 -0.7028 -2.3258 0.367
H 1.7727 0.4720 -0.8149 0.043
H -0.5101 -1.7629 -0.7898 0.422
H 0.4218 -0.9366 0.4470 0.284
H -3.6048 1.1296 0.9940 0.162
H -4.5760 -0.0083 0.3944 0.168
H -2.6659 -1.3659 -0.4496 0.224
H -0.9062 0.9912 0.4704 0.274
```

***

No. 4
# C3H11NO2

A cluster of 2 separate species, C3H11NO2 in total at a distorted geometry (the ωB97M-V functional and the def2-TZVPD basis, the Open Molecules 2025 dataset).

As for the structure (SMILES): C[C@H](N)CO.O. As for the energy relative to the best compared isomer or geometry (same formula, charge and spin): 1.859 eV. The net charge is 0.

XYZ file:
```
17
Properties=species:S:1:pos:R:3:mulliken_charge:R:1
C -0.4418 0.4479 -1.0067 -1.496
C 0.3380 -0.8035 -0.7989 0.334
N -0.1260 -1.1940 0.6079 -0.613
C 1.7998 -0.3064 -0.8547 -0.493
O 2.8120 -1.3945 -0.6086 -0.535
H 0.1312 0.8274 -1.8650 0.326
H -1.5406 0.3476 -1.2277 0.317
H -0.3730 1.2422 -0.3763 0.528
H 0.3605 -1.6345 -1.5490 0.345
H -0.8081 -1.9868 0.6878 0.217
H -0.5080 -0.4083 1.1249 0.238
H 2.0912 0.1072 -1.7987 0.339
H 1.8905 0.4875 0.0075 0.201
H 2.3996 -2.0827 -0.1010 0.294
O -2.9664 2.0711 2.7285 -0.652
H -2.1979 2.4215 3.2480 0.329
H -2.8608 1.8582 1.7819 0.322
```